P:
The following is a DFT calculation (ωB97M-V/def2-TZVPD) of one molecule with the formula C2H4O3.

```
9
Properties=species:S:1:pos:R:3:nbo_charge:R:1
C 0.945 -1.353 0.849 -0.062
C -0.677 -0.089 -0.452 0.345
O 0.451 -0.590 -0.058 -0.382
O -0.169 2.190 -0.470 -0.491
O -0.594 0.979 -1.301 -0.324
H 1.904 -1.816 0.752 0.180
H 0.180 -1.838 1.616 0.138
H -1.618 -0.301 0.219 0.138
H -0.422 2.818 -1.157 0.459
```

Output
HOMO level (alpha / beta), eV: -8.079 / -8.090
Orbital gap (alpha / beta), eV: 7.98 / 8.30
Molecular weight, g/mol: 76.05
2S+1: 1

***

Q:
The following is a DFT calculation (ωB97M-V/def2-TZVPD) of a 2-piece molecular cluster, C2H4O3 overall.

```
9
Properties=species:S:1:pos:R:3:nbo_charge:R:1
C -0.898 0.165 -0.625 0.900
C -0.408 -0.240 0.703 -0.798
O -1.452 0.826 -1.354 -0.391
O 0.391 -2.199 -0.606 -0.561
O -0.295 -1.613 -1.661 -0.522
H 0.689 -0.500 0.641 0.333
H -0.972 0.368 1.346 0.257
H -0.915 -1.259 0.778 0.320
H 0.898 -2.940 -0.938 0.461
```

Output
HOMO level, eV: -7.944
Orbital gap, eV: 8.47
Molecular weight, g/mol: 76.05
2S+1: 1

***

R:
The following is a DFT calculation (ωB97M-V/def2-TZVPD) of a 2-piece molecular cluster, C2H4O3 overall.

```
9
Properties=species:S:1:pos:R:3:nbo_charge:R:1
O -1.151 2.196 1.670 -0.519
C -2.089 1.588 1.434 1.028
O -3.040 1.016 1.166 -0.509
C 1.058 -1.144 -0.942 -0.235
O 0.579 0.057 -0.353 -0.755
H 1.397 -1.792 -0.043 0.169
H 1.805 -0.862 -1.645 0.165
H 0.392 -1.525 -1.600 0.182
H 1.049 0.467 0.313 0.474
```

Output
HOMO level, eV: -10.406
Orbital gap, eV: 11.04
SMILES: O=C=O.CO
Molecular weight, g/mol: 76.05
2S+1: 1

***

Relative to the most stable structure, the computed energies are P 154.7; Q 116.4; R 0.0, all in kcal/mol.